DFT (wB97M-V/def2-TZVPD) results for a structure of composition C28H46AlAsN3OSSbSi2.

```
84
C28H46AlAsN3OSSbSi2 (wB97M-V/def2-TZVPD)
Al -1.62 0.62 -0.02
C -3.24 1.50 2.71
C -3.93 2.03 1.49
C -5.06 2.83 1.60
C -5.69 3.29 0.46
C -5.16 2.95 -0.78
C -4.04 2.15 -0.84
N -3.43 1.70 0.29
Sb -3.30 1.77 -2.87
C -1.33 2.45 -2.34
C -0.53 3.14 -3.22
C 0.60 3.79 -2.73
C 0.85 3.78 -1.37
C 0.00 3.07 -0.52
C 0.08 3.20 0.96
N -1.04 2.38 -1.02
C -2.97 -0.32 -2.48
C -3.11 -1.25 -3.49
C -3.18 -2.60 -3.15
C -3.20 -2.94 -1.81
C -3.07 -1.96 -0.84
C -3.25 -2.24 0.61
N -2.88 -0.68 -1.19
H -3.72 1.88 3.61
H -2.19 1.80 2.74
H -3.27 0.41 2.74
H -5.44 3.08 2.58
H -6.57 3.91 0.54
H -5.64 3.30 -1.69
H -0.80 3.22 -4.26
H 1.25 4.34 -3.40
H 1.68 4.32 -0.95
H 1.08 3.48 1.29
H -0.20 2.26 1.46
H -0.62 3.97 1.29
H -3.21 -0.94 -4.52
H -3.27 -3.36 -3.91
H -3.33 -3.97 -1.50
H -2.90 -3.24 0.89
H -4.31 -2.19 0.85
H -2.74 -1.49 1.22
C 4.38 1.88 0.94
Si 3.28 0.61 1.75
C 2.44 1.37 3.24
C 4.24 -0.91 2.22
As 1.61 0.35 0.07
Si 2.86 -0.42 -1.82
C 3.57 1.10 -2.63
C 1.53 -1.16 -2.90
C 4.20 -1.65 -1.45
H 4.91 2.46 1.70
H 3.83 2.60 0.32
H 5.13 1.40 0.30
H 3.01 1.13 4.14
H 1.42 1.01 3.39
H 2.40 2.45 3.15
H 5.25 -0.60 2.50
H 4.32 -1.63 1.41
H 3.80 -1.41 3.08
H 2.78 1.78 -2.97
H 4.14 0.79 -3.51
H 4.24 1.65 -1.97
H 0.70 -0.45 -3.00
H 1.13 -2.09 -2.48
H 1.91 -1.38 -3.89
H 5.09 -1.13 -1.08
H 4.48 -2.18 -2.36
H 3.91 -2.38 -0.70
C 1.68 -4.57 0.54
C 0.40 -3.95 -0.01
S -0.01 -2.33 0.64
O 1.36 -1.59 0.55
C -0.24 -2.72 2.40
C 0.93 -2.30 3.27
H 1.78 -5.58 0.13
H 1.65 -4.67 1.63
H 2.55 -3.99 0.26
H -0.48 -4.55 0.22
H 0.43 -3.81 -1.09
H -0.42 -3.80 2.45
H -1.16 -2.21 2.68
H 1.84 -2.84 3.01
H 0.68 -2.51 4.31
H 1.12 -1.23 3.17
```

Results
**Orbital gap**: 5.79 eV
**Total charge**: +2
**Calculated total energy**: -5029.24507 hartree
**HOMO level**: -11.211 eV
**Energy above the lowest of the compared OMol25 structures with the same formula, charge and spin**: 68.8 kcal per mole



DFT (wB97M-V/def2-TZVPD) results for a cluster of 2 separate species, C5H10O2 in total.

```
17
C5H10O2 (wB97M-V/def2-TZVPD)
C 1.16 0.94 -0.97
C 0.59 1.10 0.22
C -0.78 1.66 0.42
O -1.39 0.99 1.51
H 0.60 1.14 -1.88
H 2.18 0.61 -1.11
H 1.15 0.89 1.12
H -1.33 1.52 -0.52
H -0.74 2.75 0.61
H -2.18 1.50 1.73
C -0.46 -1.84 0.14
C 0.82 -1.99 -0.62
O 0.97 -1.68 -1.78
H -0.26 -1.53 1.17
H -1.13 -1.10 -0.30
H -0.98 -2.83 0.15
H 1.74 -2.13 0.01
```

Results
**Orbital gap**: 10.40 eV
**Total charge**: 0
**Calculated total energy**: -346.92674 hartree
**HOMO level**: -9.589 eV
**Energy above the lowest of the compared OMol25 structures with the same formula, charge and spin**: 61.9 kcal per mole



DFT (wB97M-V/def2-TZVPD) results for a cluster of 2 separate species, C5H14 in total.

```
19
C5H14 (wB97M-V/def2-TZVPD)
C 0.00 1.46 -2.08
C -1.55 1.10 -1.98
C -1.93 -0.35 -1.70
H 0.20 1.82 -3.03
H 0.77 0.57 -2.25
H 0.46 2.03 -1.23
H -1.83 1.66 -1.16
H -2.03 1.50 -2.94
H -2.02 -0.50 -0.68
H -2.81 -0.61 -2.24
H -1.09 -1.07 -2.06
C 1.91 -0.28 2.52
C 1.14 -1.66 2.80
H 1.28 0.28 1.78
H 1.85 0.23 3.46
H 2.87 -0.26 2.10
H 0.82 -1.73 3.81
H 1.74 -2.51 2.61
H 0.23 -1.68 2.28
```

Results
**Orbital gap**: 12.27 eV
**Total charge**: 0
**Calculated total energy**: -198.83375 hartree
**HOMO level**: -11.223 eV
**Energy above the lowest of the compared OMol25 structures with the same formula, charge and spin**: 34.8 kcal per mole



DFT (wB97M-V/def2-TZVPD) results for the molecule C11H17OP.

```
30
C11H17OP (wB97M-V/def2-TZVPD)
C 1.67 0.84 -1.78
C 0.72 -0.27 -1.49
C 0.99 -1.43 -2.53
C -0.70 0.16 -1.67
P 1.19 -0.79 0.29
C 0.29 -2.48 0.21
O -0.22 -2.99 1.43
C 0.05 0.38 1.24
C -1.30 0.04 1.68
C -2.03 0.87 2.50
C -1.54 2.18 2.72
C -0.31 2.53 2.20
C 0.48 1.69 1.56
H 1.90 1.42 -0.88
H 2.72 0.47 -1.94
H 1.33 1.60 -2.51
H 0.20 -2.12 -2.68
H 2.05 -1.96 -2.37
H 1.21 -0.98 -3.44
H -1.39 -0.39 -0.89
H -0.95 1.24 -1.53
H -1.01 -0.10 -2.68
H 1.13 -3.15 0.03
H -0.49 -2.55 -0.64
H -0.72 -2.29 1.81
H -1.83 -0.90 1.45
H -3.02 0.56 2.87
H -2.01 2.89 3.36
H 0.12 3.46 2.38
H 1.48 2.08 1.31
```

Results
**Orbital gap**: 9.29 eV
**Total charge**: 0
**Calculated total energy**: -845.86098 hartree
**HOMO level**: -8.593 eV
**Energy above the lowest of the compared OMol25 structures with the same formula, charge and spin**: 15.8 kcal per mole